(1)
Molecular formula: C9H16ClLuNOPd
Method: DFT, wB97M-V/def2-TZVPD

Results
<S²>   3.769
Highest occupied orbital energy (spin up / spin down)   2.6419 / -1.0346 eV
Gap between HOMO and LUMO (spin up / spin down)   2.499 / 5.745 eV
Net charge   -2
E_LUMO (spin up / spin down)   5.1 / 4.7 eV
Spin multiplicity   4

Geometry (Å):
Lu  0.609  -0.067  -4.063
Cl  1.067  2.056  -3.118
C  -0.885  0.230  -5.741
C  2.592  -0.521  -5.063
H  -0.686  -0.516  -6.542
H  -1.759  -0.100  -5.156
H  -1.108  1.200  -6.229
H  2.428  -1.190  -5.936
H  2.991  -1.120  -4.229
H  3.341  0.240  -5.358
Pd  -0.176  -0.155  -0.989
C  -1.564  1.278  -0.996
C  -0.300  -1.308  0.761
H  -2.221  1.058  -1.835
H  -2.061  1.139  -0.004
H  -1.112  2.289  -1.075
H  0.498  -2.041  0.679
H  -1.253  -1.729  0.954
O  -0.203  -0.065  1.193
N  -0.153  -0.540  3.436
C  -1.211  0.059  3.917
C  -1.144  0.475  5.261
C  0.048  0.186  5.941
C  1.187  -0.332  5.297
C  1.085  -0.564  3.894
H  -2.013  0.274  3.227
H  -2.079  0.785  5.765
H  0.032  0.209  7.028
H  2.149  -0.531  5.783
H  1.897  -0.699  3.198

Want to see where the charge sits? The Mulliken charges in e are: atom 1 (Lu): 0.58, atom 2 (Cl): -0.55, atom 3 (C): -1.28, atom 4 (C): -1.19, atom 5 (H): 0.27, atom 6 (H): 0.29, atom 7 (H): 0.27, atom 8 (H): 0.25, atom 9 (H): 0.29, atom 10 (H): 0.26, atom 11 (Pd): -0.02, atom 12 (C): -1.10, atom 13 (C): -0.18, atom 14 (H): 0.34, atom 15 (H): 0.23, atom 16 (H): 0.27, atom 17 (H): 0.33, atom 18 (H): 0.22, atom 19 (O): -0.39, atom 20 (N): -0.50, atom 21 (C): -0.14, atom 22 (C): -0.86, atom 23 (C): -0.02, atom 24 (C): -0.74, atom 25 (C): -0.51, atom 26 (H): 0.29, atom 27 (H): 0.34, atom 28 (H): 0.49, atom 29 (H): 0.33, atom 30 (H): 0.45


(2)
Molecular formula: C3H10N2
Method: DFT, wB97M-V/def2-TZVPD

Results
Highest occupied orbital energy   -8.7540 eV
Gap between HOMO and LUMO   9.907 eV
Net charge   0
E_LUMO   1.2 eV
SMILES   C=N.CNC

Geometry (Å):
C  -2.962  -0.934  0.955
N  -2.697  -0.832  -0.269
H  -2.190  -0.738  1.691
H  -3.969  -1.129  1.353
H  -3.394  -1.147  -0.936
C  2.209  -0.246  0.392
N  0.972  0.457  0.197
C  0.940  1.323  -0.986
H  2.805  -0.472  -0.522
H  2.132  -1.030  1.146
H  2.952  0.345  0.977
H  0.342  -0.295  -0.069
H  1.971  1.508  -1.319
H  0.366  0.876  -1.818
H  0.523  2.314  -0.793

Want to see where the charge sits? The Mulliken charges in e are: atom 1 (C): -0.28, atom 2 (N): -0.41, atom 3 (H): 0.25, atom 4 (H): 0.23, atom 5 (H): 0.22, atom 6 (C): -0.88, atom 7 (N): -0.35, atom 8 (C): -0.77, atom 9 (H): 0.30, atom 10 (H): 0.34, atom 11 (H): 0.30, atom 12 (H): 0.24, atom 13 (H): 0.31, atom 14 (H): 0.25, atom 15 (H): 0.24


(3)
Molecular formula: C15H21AlBF5NO17
Method: DFT, wB97M-V/def2-TZVPD

Results
Highest occupied orbital energy   -4.0934 eV
Gap between HOMO and LUMO   6.242 eV
Net charge   -1
E_LUMO   2.1 eV

Geometry (Å):
N  -1.153  2.091  2.775
B  -0.120  2.057  1.703
O  -0.634  1.648  0.453
Al  1.952  2.568  1.800
O  2.512  3.213  3.404
H  -0.798  1.755  3.659
H  -1.461  3.051  2.900
H  -1.527  2.025  0.370
H  2.212  3.754  0.693
H  2.822  1.313  1.357
H  2.938  2.510  3.917
C  3.380  1.091  -2.748
C  3.227  -0.331  -3.232
O  3.638  -1.076  -2.101
C  3.392  -0.308  -0.981
O  3.378  -0.737  0.120
O  3.135  0.964  -1.343
F  4.042  -0.621  -4.283
H  4.394  1.481  -2.884
H  2.664  1.778  -3.193
H  2.207  -0.618  -3.496
C  0.151  -1.963  -0.490
C  0.014  -3.169  0.409
O  -1.111  -3.840  -0.157
C  -1.159  -3.520  -1.475
O  -1.816  -4.095  -2.284
O  -0.355  -2.476  -1.742
F  -0.264  -2.843  1.688
H  -0.473  -1.134  -0.154
H  1.176  -1.622  -0.590
H  0.871  -3.844  0.396
C  5.807  3.972  0.841
C  5.099  5.122  0.165
O  5.428  4.913  -1.211
C  5.639  3.584  -1.372
O  5.681  3.024  -2.425
O  5.786  2.973  -0.189
F  5.585  6.333  0.554
H  6.843  4.228  1.071
H  5.302  3.619  1.737
H  4.018  5.107  0.283
C  -5.067  1.063  4.835
C  -5.233  1.288  6.322
O  -3.896  1.340  6.770
C  -3.122  1.783  5.724
O  -2.011  2.170  5.832
O  -3.828  1.721  4.573
F  -5.876  0.260  6.936
H  -4.975  0.001  4.604
H  -5.865  1.496  4.239
H  -5.736  2.220  6.585
C  -4.144  -4.791  -4.647
C  -4.133  -5.803  -5.772
O  -5.145  -6.712  -5.373
C  -6.041  -6.023  -4.607
O  -7.124  -6.413  -4.325
O  -5.521  -4.833  -4.235
F  -2.953  -6.462  -5.869
H  -3.502  -5.095  -3.821
H  -3.867  -3.790  -4.962
H  -4.387  -5.397  -6.752

Want to see where the charge sits? The Mulliken charges in e are: atom 1 (N): -0.38, atom 2 (B): 0.11, atom 3 (O): -0.53, atom 4 (Al): 0.14, atom 5 (O): -0.64, atom 6 (H): 0.15, atom 7 (H): 0.13, atom 8 (H): 0.23, atom 9 (H): -0.29, atom 10 (H): -0.12, atom 11 (H): 0.24, atom 12 (C): -0.42, atom 13 (C): 0.32, atom 14 (O): -0.39, atom 15 (C): 0.63, atom 16 (O): -0.43, atom 17 (O): -0.15, atom 18 (F): -0.32, atom 19 (H): 0.29, atom 20 (H): 0.27, atom 21 (H): 0.26, atom 22 (C): 0.40, atom 23 (C): 0.33, atom 24 (O): -0.33, atom 25 (C): 0.66, atom 26 (O): -0.58, atom 27 (O): -0.29, atom 28 (F): -0.26, atom 29 (H): 0.17, atom 30 (H): -0.41, atom 31 (H): 0.27, atom 32 (C): -0.36, atom 33 (C): 0.60, atom 34 (O): -0.35, atom 35 (C): 0.74, atom 36 (O): -0.64, atom 37 (O): -0.31, atom 38 (F): -0.31, atom 39 (H): 0.26, atom 40 (H): 0.22, atom 41 (H): 0.08, atom 42 (C): -0.42, atom 43 (C): 0.30, atom 44 (O): -0.32, atom 45 (C): 0.64, atom 46 (O): -0.46, atom 47 (O): -0.27, atom 48 (F): -0.29, atom 49 (H): 0.29, atom 50 (H): 0.25, atom 51 (H): 0.27, atom 52 (C): -0.27, atom 53 (C): 0.33, atom 54 (O): -0.33, atom 55 (C): 0.66, atom 56 (O): -0.51, atom 57 (O): -0.33, atom 58 (F): -0.28, atom 59 (H): 0.21, atom 60 (H): 0.26, atom 61 (H): 0.26


(4)
Molecular formula: C22H44F5FeN4O5SSi2Te
Method: DFT, wB97M-V/def2-TZVPD

Results
<S²>   6.009
Highest occupied orbital energy (spin up / spin down)   -5.4308 / -5.3502 eV
Gap between HOMO and LUMO (spin up / spin down)   7.581 / 7.499 eV
Net charge   -1
E_LUMO (spin up / spin down)   2.2 / 2.1 eV
Spin multiplicity   5

Geometry (Å):
Fe  0.899  -0.979  -0.542
C  2.134  -4.471  -1.169
C  1.276  -4.098  -0.017
N  0.671  -2.941  0.134
C  0.011  -2.972  1.331
C  0.179  -4.200  1.905
N  0.982  -4.899  1.031
C  -0.353  -4.860  3.118
O  -1.137  -4.133  3.877
O  -0.074  -6.020  3.343
C  -0.721  -1.737  1.779
O  -1.416  -1.828  2.818
O  -0.575  -0.735  1.041
H  2.307  -3.584  -1.776
H  1.658  -5.238  -1.784
H  3.099  -4.848  -0.830
H  1.309  -5.835  1.211
H  -1.267  -3.184  3.489
F  4.538  -0.446  -1.531
Te  3.176  0.763  -1.035
F  3.934  1.710  -2.670
F  4.581  1.576  0.049
F  0.283  1.468  -1.195
F  2.009  -0.581  -2.280
O  2.597  -0.567  0.230
C  -2.404  4.703  -0.911
Si  -1.030  3.723  -1.747
C  -1.804  2.597  -3.024
C  0.169  4.879  -2.609
C  -0.129  2.641  -0.464
Si  1.252  3.404  0.603
C  0.292  4.798  1.460
C  2.652  4.286  -0.276
C  1.772  2.235  1.970
H  -3.059  5.127  -1.677
H  -2.034  5.525  -0.298
H  -3.012  4.055  -0.275
H  -2.216  3.195  -3.841
H  -2.604  1.988  -2.599
H  -1.067  1.905  -3.432
H  -0.290  5.288  -3.512
H  1.075  4.344  -2.903
H  0.466  5.715  -1.972
H  -0.852  2.258  0.270
H  -0.047  5.570  0.766
H  0.952  5.281  2.186
H  -0.579  4.425  2.005
H  2.309  5.280  -0.570
H  3.065  3.787  -1.153
H  3.473  4.394  0.437
H  1.025  1.449  2.102
H  1.828  2.828  2.887
H  2.732  1.744  1.811
C  -4.385  -5.149  -2.181
C  -4.545  -5.562  -0.722
C  -3.392  -5.176  0.203
C  -3.228  -3.685  0.465
N  -2.640  -3.008  -0.690
C  -2.576  -1.697  -0.982
S  -1.411  -1.126  -2.076
N  -3.437  -0.811  -0.459
C  -4.728  -0.983  0.186
C  -4.687  -0.849  1.705
C  -6.027  -1.196  2.350
C  -6.299  -2.696  2.405
H  -5.226  -5.505  -2.778
H  -3.474  -5.574  -2.610
H  -4.324  -4.068  -2.301
H  -4.664  -6.648  -0.673
H  -5.473  -5.141  -0.319
H  -2.447  -5.580  -0.182
H  -3.545  -5.651  1.175
H  -2.585  -3.539  1.336
H  -4.194  -3.257  0.712
H  -1.885  -3.505  -1.140
H  -3.142  0.134  -0.645
H  -5.164  -1.929  -0.137
H  -5.382  -0.209  -0.225
H  -4.401  0.177  1.952
H  -3.887  -1.471  2.113
H  -6.836  -0.696  1.807
H  -6.048  -0.790  3.364
H  -6.386  -3.135  1.407
H  -7.230  -2.914  2.929
H  -5.493  -3.216  2.927

Want to see where the charge sits? The Mulliken charges in e are: atom 1 (Fe): 0.94, atom 2 (C): -1.41, atom 3 (C): 0.31, atom 4 (N): 0.08, atom 5 (C): 0.39, atom 6 (C): 0.02, atom 7 (N): -0.01, atom 8 (C): 0.41, atom 9 (O): -0.61, atom 10 (O): -0.69, atom 11 (C): 0.73, atom 12 (O): -0.96, atom 13 (O): -0.05, atom 14 (H): 0.23, atom 15 (H): 0.30, atom 16 (H): 0.39, atom 17 (H): 0.22, atom 18 (H): 0.41, atom 19 (F): -0.43, atom 20 (Te): 1.47, atom 21 (F): -0.60, atom 22 (F): -0.50, atom 23 (F): -0.19, atom 24 (F): -0.83, atom 25 (O): -1.03, atom 26 (C): -1.05, atom 27 (Si): 0.11, atom 28 (C): -0.99, atom 29 (C): -1.02, atom 30 (C): 0.43, atom 31 (Si): 0.18, atom 32 (C): -1.32, atom 33 (C): -1.09, atom 34 (C): -0.77, atom 35 (H): 0.36, atom 36 (H): 0.32, atom 37 (H): 0.29, atom 38 (H): 0.39, atom 39 (H): 0.25, atom 40 (H): 0.28, atom 41 (H): 0.37, atom 42 (H): 0.33, atom 43 (H): 0.26, atom 44 (H): 0.03, atom 45 (H): 0.25, atom 46 (H): 0.36, atom 47 (H): 0.31, atom 48 (H): 0.40, atom 49 (H): 0.35, atom 50 (H): 0.36, atom 51 (H): 0.05, atom 52 (H): 0.45, atom 53 (H): 0.34, atom 54 (C): -1.12, atom 55 (C): -0.49, atom 56 (C): -1.06, atom 57 (C): 1.21, atom 58 (N): 0.10, atom 59 (C): 0.09, atom 60 (S): -0.43, atom 61 (N): 0.17, atom 62 (C): -1.33, atom 63 (C): 0.62, atom 64 (C): -0.80, atom 65 (C): -0.88, atom 66 (H): 0.38, atom 67 (H): 0.28, atom 68 (H): 0.23, atom 69 (H): 0.43, atom 70 (H): 0.19, atom 71 (H): 0.44, atom 72 (H): 0.40, atom 73 (H): -0.46, atom 74 (H): -0.75, atom 75 (H): 0.41, atom 76 (H): 0.03, atom 77 (H): 0.41, atom 78 (H): 0.44, atom 79 (H): 0.54, atom 80 (H): -0.38, atom 81 (H): 0.31, atom 82 (H): 0.35, atom 83 (H): 0.16, atom 84 (H): 0.43, atom 85 (H): 0.24


(5)
Molecular formula: C4H13NO2
Method: DFT, wB97M-V/def2-TZVPD

Results
Highest occupied orbital energy   -9.5198 eV
Gap between HOMO and LUMO   9.933 eV
Net charge   0
E_LUMO   0.4 eV
SMILES   C[C@H](N)CCO.O

Geometry (Å):
C  0.210  1.092  2.318
C  0.371  0.388  0.906
N  1.747  -0.227  0.954
C  -0.057  1.463  -0.160
C  -0.719  0.964  -1.481
O  -0.098  0.384  -2.687
H  -0.823  1.469  2.535
H  0.972  1.971  2.222
H  0.523  0.210  2.998
H  -0.285  -0.413  0.888
H  2.528  0.179  0.404
H  1.558  -1.073  0.476
H  -1.052  1.862  0.395
H  0.650  2.237  -0.298
H  -1.351  0.211  -0.983
H  -1.514  1.688  -1.741
H  -0.685  0.312  -3.442
O  -0.774  -4.558  -1.343
H  -0.023  -4.508  -0.742
H  -1.178  -3.653  -1.215

Want to see where the charge sits? The Mulliken charges in e are: atom 1 (C): -1.19, atom 2 (C): 0.02, atom 3 (N): -0.68, atom 4 (C): -0.36, atom 5 (C): -0.63, atom 6 (O): -0.54, atom 7 (H): 0.37, atom 8 (H): 0.22, atom 9 (H): 0.34, atom 10 (H): 0.46, atom 11 (H): 0.24, atom 12 (H): 0.26, atom 13 (H): 0.19, atom 14 (H): 0.42, atom 15 (H): 0.23, atom 16 (H): 0.34, atom 17 (H): 0.32, atom 18 (O): -0.64, atom 19 (H): 0.32, atom 20 (H): 0.32


(6)
Molecular formula: C5H10O3Si
Method: DFT, wB97M-V/def2-TZVPD

Results
Highest occupied orbital energy (spin up / spin down)   -6.7014 / -8.7594 eV
Gap between HOMO and LUMO (spin up / spin down)   5.476 / 8.534 eV
Net charge   0
E_LUMO (spin up / spin down)   -1.2 / -0.2 eV

Geometry (Å):
C  2.532  -0.748  -0.039
C  3.800  -0.175  0.098
C  -0.735  -2.213  -0.012
C  -0.370  3.181  0.077
C  -1.451  -0.916  0.039
O  1.371  -0.044  -0.129
O  4.881  -0.713  -0.033
O  -0.540  1.826  -0.185
Si  -0.063  0.404  0.315
H  2.456  -1.696  -0.470
H  3.643  0.811  0.513
H  -1.210  -3.051  -0.380
H  0.155  -2.247  -0.466
H  -0.435  -2.320  0.998
H  0.563  3.728  -0.490
H  -0.327  3.496  1.168
H  -1.318  3.773  -0.416
H  -2.320  -0.884  0.787
H  -1.871  -0.445  -0.890

Want to see where the charge sits? The Mulliken charges in e are: atom 1 (C): 0.04, atom 2 (C): -0.11, atom 3 (C): -1.32, atom 4 (C): -0.56, atom 5 (C): -0.37, atom 6 (O): 0.09, atom 7 (O): -0.52, atom 8 (O): -0.12, atom 9 (Si): -0.20, atom 10 (H): 0.34, atom 11 (H): 0.29, atom 12 (H): 0.38, atom 13 (H): 0.38, atom 14 (H): 0.37, atom 15 (H): 0.23, atom 16 (H): 0.28, atom 17 (H): 0.21, atom 18 (H): 0.32, atom 19 (H): 0.25


E_tot: -62746.0413, -6251.5307, -73058.3012, -121594.2728, -9941.6902, -19363.9853 (eV)